{
  "formula": "C3H10N2O",
  "method": "the ωB97M-V functional and the def2-TZVPD basis",
  "symbols": ["C", "C", "N", "C", "N", "H", "H", "H", "H", "H", "H", "H", "H", "H", "H", "O"],
  "positions_angstrom": [[-1.683, -0.553, 0.772], [-0.501, 0.414, 0.714], [2.320, -0.990, 0.518], [1.340, -0.764, -0.411], [0.425, 0.113, -0.357], [-1.460, -1.392, 1.430], [-2.487, -0.042, 1.321], [-2.117, -0.705, -0.216], [-0.881, 1.425, 0.583], [0.049, 0.354, 1.678], [2.135, -0.887, 1.498], [3.047, -1.626, 0.251], [1.305, -1.406, -1.298], [-0.184, 1.474, -1.663], [-0.573, 2.339, -2.882], [-0.735, 2.246, -1.940]],
  "smiles": "CC/N=C\\N.O",
  "lumo_energy_ev": 0.79
}

{
  "formula": "C3H10N2O",
  "method": "the ωB97M-V functional and the def2-TZVPD basis",
  "symbols": ["C", "N", "C", "H", "H", "H", "H", "H", "H", "H", "C", "N", "O", "H", "H", "H"],
  "positions_angstrom": [[-1.704, -0.416, -0.385], [-0.440, -0.319, 0.351], [-0.684, -0.715, 1.772], [-2.140, -1.414, -0.423], [-2.397, 0.276, 0.121], [-1.646, 0.037, -1.382], [0.103, -1.101, -0.019], [0.164, -0.413, 2.377], [-1.017, -1.746, 1.958], [-1.564, -0.124, 2.077], [2.117, 0.836, -1.634], [1.556, 1.321, -0.484], [1.562, 0.086, -2.408], [3.139, 1.248, -1.772], [2.379, 1.414, 0.098], [0.573, 1.030, -0.246]],
  "smiles": "NC=O.CNC",
  "lumo_energy_ev": 0.89
}

{
  "formula": "C3H10N2O",
  "method": "the ωB97M-V functional and the def2-TZVPD basis",
  "symbols": ["C", "C", "N", "H", "H", "H", "H", "H", "H", "H", "C", "N", "O", "H", "H", "H"],
  "positions_angstrom": [[-1.814, -0.048, -0.817], [-0.469, -0.500, -1.391], [0.289, -1.380, -0.415], [-2.319, -0.873, -0.316], [-2.456, 0.382, -1.580], [-1.589, 0.742, -0.097], [0.183, 0.363, -1.489], [-0.655, -1.145, -2.250], [1.012, -1.790, -1.002], [-0.276, -2.212, -0.236], [1.905, 1.438, 1.563], [0.777, 0.692, 1.664], [2.724, 1.280, 0.688], [2.052, 2.203, 2.340], [0.586, -0.070, 1.020], [0.049, 0.918, 2.317]],
  "smiles": "NC=O.CCN",
  "lumo_energy_ev": 0.96
}

{
  "formula": "C3H10N2O",
  "method": "the ωB97M-V functional and the def2-TZVPD basis",
  "symbols": ["C", "C", "C", "N", "N", "O", "H", "H", "H", "H", "H", "H", "H", "H", "H", "H"],
  "positions_angstrom": [[0.207, 0.408, 1.220], [-0.589, 2.025, -0.235], [-0.075, -1.349, -1.383], [0.523, 1.233, 0.268], [0.223, -1.983, 0.001], [1.228, 0.047, 2.032], [2.044, 0.285, 1.561], [-0.754, 0.386, 1.757], [-0.631, -2.355, 0.411], [0.970, -1.736, 0.647], [-0.619, 3.004, 0.255], [-1.569, 1.541, -0.121], [-0.443, 2.194, -1.306], [-0.989, -0.756, -1.320], [-0.299, -2.182, -2.052], [0.774, -0.763, -1.734]],
  "smiles": "C/N=C/O.CN",
  "lumo_energy_ev": 1.08
}

{
  "formula": "C3H10N2O",
  "method": "the ωB97M-V functional and the def2-TZVPD basis",
  "symbols": ["C", "C", "N", "O", "H", "H", "H", "H", "H", "H", "H", "C", "N", "H", "H", "H"],
  "positions_angstrom": [[0.879, 1.003, -0.216], [1.358, -0.646, 0.466], [0.538, -1.747, 0.290], [0.370, 1.803, 0.829], [-0.406, 1.375, 1.209], [0.629, -2.161, -0.631], [-0.488, -1.513, 0.492], [1.902, 1.357, -0.363], [0.484, 1.219, -1.217], [2.366, -0.807, 0.087], [1.370, -0.307, 1.501], [-1.630, 0.150, -0.857], [-1.897, -0.538, 0.189], [-2.380, -0.017, 0.920], [-1.185, -0.366, -1.699], [-1.909, 1.194, -0.999]],
  "smiles": "NCCO.C=N",
  "lumo_energy_ev": 0.73
}

{
  "formula": "C3H10N2O",
  "method": "the ωB97M-V functional and the def2-TZVPD basis",
  "symbols": ["C", "C", "C", "N", "N", "H", "H", "H", "H", "H", "H", "H", "H", "H", "H", "O"],
  "positions_angstrom": [[-0.424, -2.051, -0.348], [0.000, -0.683, 0.069], [-0.450, -0.121, 1.196], [-0.133, 1.155, 1.659], [1.039, -0.072, -0.681], [-0.578, -2.146, -1.423], [-1.320, -2.347, 0.200], [0.316, -2.821, -0.100], [-0.888, -0.768, 1.945], [0.321, 1.778, 1.010], [-0.816, 1.593, 2.247], [1.561, -0.658, -1.311], [1.714, 0.425, -0.115], [0.183, 1.515, -1.258], [-0.696, 2.712, -1.719], [0.173, 2.490, -1.371]],
  "smiles": "C/C(N)=C/N.O",
  "lumo_energy_ev": 0.94
}

{
  "formula": "C3H10N2O",
  "method": "the ωB97M-V functional and the def2-TZVPD basis",
  "symbols": ["C", "C", "N", "H", "H", "H", "H", "H", "H", "N", "C", "O", "H", "H", "H", "H"],
  "positions_angstrom": [[1.161, 0.839, 0.593], [1.651, -0.291, 2.620], [0.790, -0.018, 1.676], [0.212, 1.364, 0.247], [1.983, 1.601, 0.969], [1.642, 0.441, -0.314], [2.267, 0.445, 3.053], [1.514, -1.331, 3.035], [-0.940, 0.448, 0.097], [-0.713, -0.759, -2.350], [-2.043, -0.553, -1.654], [-1.936, 0.071, -0.339], [-0.095, -0.999, -1.576], [-0.265, 0.212, -2.334], [-2.505, -1.562, -1.505], [-2.725, 0.092, -2.216]],
  "smiles": "C=NC.NCO",
  "lumo_energy_ev": 0.29
}

{
  "formula": "C3H10N2O",
  "method": "the ωB97M-V functional and the def2-TZVPD basis",
  "symbols": ["C", "C", "O", "H", "H", "H", "H", "N", "C", "N", "H", "H", "H", "H", "H", "H"],
  "positions_angstrom": [[-1.637, 1.731, 0.065], [-1.261, 1.387, 1.262], [-2.126, 0.742, 2.145], [-1.004, 2.090, -0.811], [-2.703, 1.539, -0.232], [-0.210, 1.381, 1.660], [-2.886, 0.600, 1.547], [0.384, -1.762, -0.020], [0.944, -0.698, -0.884], [2.542, -0.618, -0.746], [0.829, -2.594, 0.094], [0.005, -1.367, 0.835], [0.950, -0.941, -1.918], [0.581, 0.357, -0.748], [2.767, -1.636, -0.581], [2.824, -0.212, -1.667]],
  "smiles": "C=CO.NCN",
  "lumo_energy_ev": 0.98
}

{
  "formula": "C3H10N2O",
  "method": "the ωB97M-V functional and the def2-TZVPD basis",
  "symbols": ["C", "C", "C", "O", "H", "H", "H", "H", "H", "H", "H", "H", "N", "N", "H", "H"],
  "positions_angstrom": [[-0.842, -0.219, 0.186], [-1.836, -0.572, -0.904], [0.856, -0.636, -0.753], [-0.920, 1.013, 0.607], [0.180, 1.543, 1.079], [-0.773, -0.990, 0.971], [-1.764, -1.618, -1.198], [-1.683, 0.061, -1.777], [-2.840, -0.386, -0.516], [0.474, -1.581, -1.126], [1.896, -0.800, -0.505], [0.808, 0.140, -1.517], [1.888, 0.418, 1.369], [1.360, 1.572, 1.345], [1.976, 2.275, 0.923], [1.220, -0.221, 1.816]],
  "lumo_energy_ev": -0.69
}

{
  "formula": "C3H10N2O",
  "method": "the ωB97M-V functional and the def2-TZVPD basis",
  "symbols": ["C", "N", "C", "O", "C", "N", "H", "H", "H", "H", "H", "H", "H", "H", "H", "H"],
  "positions_angstrom": [[-0.287, -0.597, -0.082], [0.527, 0.597, -0.179], [0.327, 1.440, -1.308], [-0.264, 2.683, -0.964], [0.083, -1.339, 1.202], [-0.508, -2.672, 1.231], [-1.332, -0.295, -0.030], [-0.189, -1.269, -0.938], [1.507, 0.364, -0.098], [-0.313, 1.010, -2.092], [1.252, 1.633, -1.872], [-0.162, 2.766, 0.000], [-0.291, -0.698, 2.005], [1.179, -1.326, 1.226], [0.117, -3.297, 0.728], [-0.352, -3.022, 2.168]],
  "smiles": "NCCNCO",
  "lumo_energy_ev": 0.91
}

{
  "formula": "C3H10N2O",
  "method": "the ωB97M-V functional and the def2-TZVPD basis",
  "symbols": ["C", "N", "C", "O", "C", "N", "H", "H", "H", "H", "H", "H", "H", "H", "H", "H"],
  "positions_angstrom": [[0.237, 0.434, 1.044], [-0.927, -0.330, 0.648], [-1.603, -0.009, -0.589], [-2.611, -0.984, -0.791], [1.541, -0.028, 0.447], [1.557, 0.253, -1.020], [0.393, 0.324, 2.127], [0.051, 1.486, 0.844], [-0.739, -1.331, 0.578], [-2.014, 1.001, -0.516], [-0.984, -0.108, -1.480], [-3.196, -0.861, -0.057], [2.436, 0.437, 0.864], [1.755, -1.089, 0.598], [2.140, -0.368, -1.556], [1.964, 1.172, -1.142]],
  "smiles": "NCCNCO",
  "lumo_energy_ev": 1.05
}

{
  "formula": "C3H10N2O",
  "method": "the ωB97M-V functional and the def2-TZVPD basis",
  "symbols": ["C", "N", "C", "C", "H", "H", "H", "H", "H", "H", "H", "N", "O", "H", "H", "H"],
  "positions_angstrom": [[-1.213, -1.379, -0.276], [2.346, -0.409, 0.323], [1.088, -0.286, -0.394], [-0.123, -0.555, 0.344], [3.063, 0.153, -0.124], [2.251, -0.052, 1.269], [1.138, -0.727, -1.391], [-0.050, -0.598, 1.426], [-1.304, -1.187, -1.349], [-2.182, -1.185, 0.190], [-0.987, -2.447, -0.165], [-0.531, 1.401, 0.134], [-1.391, 2.253, 0.926], [-1.877, 2.857, 0.341], [-1.070, 1.235, -0.727], [0.841, 0.927, -0.525]],
  "lumo_energy_ev": 0.97
}

{
  "formula": "C3H10N2O",
  "method": "the ωB97M-V functional and the def2-TZVPD basis",
  "symbols": ["C", "C", "C", "N", "N", "O", "H", "H", "H", "H", "H", "H", "H", "H", "H", "H"],
  "positions_angstrom": [[0.167, -0.384, 0.353], [0.877, -1.269, -0.541], [-1.174, 1.290, -0.503], [1.794, -2.260, 0.012], [-1.475, 2.409, 0.462], [-0.367, -1.590, -0.187], [0.408, -0.328, 1.418], [1.233, -0.877, -1.478], [-2.077, 0.610, -0.669], [-0.602, 1.648, -1.477], [1.861, -2.404, 1.100], [2.824, -1.959, -0.199], [1.506, -3.241, -0.369], [-0.794, 2.942, 0.925], [-2.192, 2.242, 1.292], [-1.989, 3.171, -0.139]],
  "total_charge": 2,
  "lumo_energy_ev": -8.27
}

{
  "formula": "C3H10N2O2",
  "method": "the ωB97M-V functional and the def2-TZVPD basis",
  "symbols": ["C", "N", "C", "C", "N", "O", "H", "H", "H", "H", "H", "H", "H", "H", "H", "H", "O"],
  "positions_angstrom": [[-1.273, 1.334, 1.084], [-0.436, 0.516, 0.418], [-0.870, -0.446, -0.576], [0.235, -0.738, -1.589], [-0.074, -0.213, -2.910], [-1.085, 1.766, 2.205], [-2.122, 1.625, 0.439], [0.471, 0.357, 0.831], [-1.714, -0.036, -1.117], [-1.130, -1.386, -0.073], [1.184, -0.289, -1.302], [0.475, -1.809, -1.623], [0.741, -0.183, -3.511], [-0.822, -0.734, -3.352], [1.543, -0.058, 3.182], [2.432, 0.397, 4.358], [2.445, -0.104, 3.534]],
  "total_charge": -1,
  "multiplicity": 2,
  "lumo_energy_ev": [3.74, 3.76]
}

{
  "formula": "C3H10N2O2",
  "method": "the ωB97M-V functional and the def2-TZVPD basis",
  "symbols": ["C", "C", "O", "H", "H", "H", "H", "H", "H", "N", "C", "O", "N", "H", "H", "H", "H"],
  "positions_angstrom": [[0.581, 0.338, 2.319], [-0.803, 0.247, 1.728], [1.603, -0.239, 1.438], [1.353, -1.158, 1.285], [0.899, 1.374, 2.442], [0.637, -0.171, 3.287], [-1.463, 1.000, 2.164], [-1.235, -0.740, 1.892], [-0.739, 0.377, 0.603], [1.089, -0.644, -1.406], [-0.956, 0.076, -2.160], [-0.625, -0.033, -3.486], [-0.163, -0.155, -1.209], [-1.372, 0.201, -4.042], [1.479, -0.471, -2.329], [1.681, -0.369, -0.618], [-1.966, 0.368, -1.909]],
  "smiles": "N/N=C\\O.CCO",
  "lumo_energy_ev": 0.64
}

{
  "formula": "C3H10N2O2",
  "method": "the ωB97M-V functional and the def2-TZVPD basis",
  "symbols": ["C", "C", "C", "N", "N", "O", "O", "H", "H", "H", "H", "H", "H", "H", "H", "H", "H"],
  "positions_angstrom": [[1.659, 1.315, 0.254], [0.110, -0.878, 1.424], [-2.177, -0.388, -1.253], [0.500, 0.623, -0.441], [0.339, -0.713, -0.027], [-1.269, -0.467, -2.184], [-2.270, 0.419, -0.385], [2.553, 1.229, -0.475], [1.570, 2.361, 0.539], [2.076, 0.838, 1.203], [0.852, -0.637, 2.088], [-0.970, -0.507, 1.683], [-0.043, -2.079, 1.450], [-3.072, -1.137, -1.282], [-0.392, 1.007, -0.154], [-0.614, 0.248, -2.185], [1.150, -1.233, -0.256]],
  "smiles": "CNNC.O=CO",
  "lumo_energy_ev": 0.96
}